Density functional theory data (wB97M-V/def2-TZVPD) for C24H24IrNO2S2 as an isolated structure.

```
! wB97M-V def2-TZVPD RIJCOSX def2/J DEFGRID3
* xyz -2 1
C -0.1291 -0.0263 -4.5889
H -0.9691 -2.3461 -3.0333
H -0.6225 -1.2830 -9.2064
C 0.3677 -5.5102 -0.2357
H 5.4720 2.6678 1.9661
H -2.5849 -3.9432 0.3037
H -0.4777 3.0028 -6.1337
H 1.3261 -1.3983 2.4174
H 0.9964 2.5869 -5.2204
C -1.0210 -0.7984 -7.1376
C 4.6526 2.0070 2.2370
C 1.4463 -0.6678 3.2223
C 3.5406 1.9486 1.4107
C -0.7362 -2.9295 -0.0444
C -0.8130 -1.7381 -6.1371
H -2.1738 -0.4935 -8.9377
C -0.3855 -1.3766 -4.8601
C 0.6346 -3.0932 -0.3092
C -1.4686 -1.2133 -8.5161
H 0.4889 -0.1447 3.2844
Ir 0.3904 0.1094 -0.1885
H -0.2832 -3.4370 -4.2620
H -0.9569 1.2932 -7.6016
C -0.0711 2.3950 -5.3210
O -0.3104 -0.0604 -2.2566
C 3.6928 0.3738 3.7030
H 2.2221 -4.4926 -0.6029
H -0.5197 2.7083 -4.3777
C -0.2118 -2.4442 -3.8120
H -1.6349 -6.2182 0.1443
C 2.4670 1.0892 1.7444
C -1.5250 -4.0756 0.1103
C 3.4403 2.7589 0.1516
H 3.7554 -0.2516 4.5898
H 2.5930 3.4486 0.1996
H 0.7454 -2.3460 -3.2978
S 1.6948 -1.7124 -0.5672
C 0.3844 0.4051 -3.2160
C 2.5622 0.2821 2.9036
H 1.6384 -1.1890 4.1637
C -0.3287 0.9333 -5.5852
N 1.3497 1.0835 0.9642
H 5.6192 1.2858 4.0233
H -0.9998 -2.7887 -6.3439
S -1.4588 -1.3358 0.0772
C 4.7413 1.2318 3.3888
C 1.1617 -4.3845 -0.3965
H 3.2387 2.1167 -0.7092
C -0.7847 0.5366 -6.8392
H -1.9549 -2.1900 -8.4928
O 1.3738 1.1392 -3.1743
H 0.8050 -6.5001 -0.3130
C -0.9926 -5.3525 0.0193
H 4.3572 3.3296 -0.0182
*
```

Computed properties:
HOMO in eV: -0.3
Relative energy (zero: lowest compared OMol25 entry of this formula, charge and spin) in eV: 0.0805
Energy in eV: -55374.5328
Strongest force on any atom in eV/A: 0.1